C28H36P2PtSi | wB97M-V/def2-TZVPD

Geometry as ORCA input:
```
! wB97M-V def2-TZVPD RIJCOSX def2/J DEFGRID3
* xyz 0 3
C -1.176 -1.207 -1.924
C 0.242 -1.285 -2.088
C 0.784 -2.080 -1.056
H 0.799 -0.874 -2.930
C -0.335 -2.552 -0.223
C -1.553 -1.939 -0.793
H -2.565 -2.160 -0.472
H -1.856 -0.729 -2.629
H 1.795 -2.475 -0.994
H -0.306 -3.478 0.347
Pt 0.270 -0.975 1.100
C 1.238 1.211 -0.567
H 0.166 0.994 -0.630
H 1.470 1.946 0.208
H 1.898 0.339 -0.528
Si 1.584 2.343 -2.416
C 1.827 4.116 -1.826
C 0.836 5.016 -2.262
H 0.114 4.688 -3.012
C 0.751 6.306 -1.735
H -0.048 6.970 -2.070
C 1.684 6.740 -0.787
H 1.597 7.740 -0.358
C 2.732 5.887 -0.411
H 3.491 6.241 0.288
C 2.804 4.580 -0.922
H 3.613 3.921 -0.600
C 3.094 1.568 -3.190
C 3.496 2.173 -4.397
H 3.080 3.149 -4.668
C 4.374 1.522 -5.268
H 4.626 1.991 -6.222
C 4.904 0.271 -4.921
H 5.558 -0.257 -5.624
C 4.571 -0.303 -3.683
H 4.990 -1.274 -3.401
C 3.686 0.348 -2.810
H 3.449 -0.091 -1.838
H 1.348 -2.057 1.672
H 0.807 2.514 -3.648
C 2.715 0.130 3.291
P 0.946 0.227 2.887
C 0.503 1.999 2.851
C 0.035 -0.402 4.362
C 0.433 -0.171 5.681
C -0.343 -0.655 6.741
C -1.513 -1.373 6.486
C -1.912 -1.622 5.171
C -1.143 -1.137 4.113
P -1.585 -1.443 2.364
C -2.281 -3.098 2.313
C -2.922 -0.276 1.992
H 3.321 0.397 2.413
H 2.942 -0.903 3.580
H 2.947 0.810 4.120
H -0.580 2.115 2.995
H 1.031 2.520 3.662
H 0.791 2.430 1.888
H 1.350 0.382 5.893
H -0.034 -0.471 7.769
H -2.122 -1.750 7.308
H -2.816 -2.195 4.968
H -3.223 -3.090 2.875
H -2.470 -3.421 1.285
H -1.577 -3.792 2.787
H -3.845 -0.675 2.430
H -3.040 -0.166 0.906
H -2.687 0.698 2.440
*
```

Results
Energy above the lowest of the compared OMol25 structures with the same formula, charge and spin ... 122.0 kJ/mol
HOMO energy (alpha / beta) ... -4.728 / -6.926 eV
Kohn-Sham gap (alpha / beta) ... 5.21 / 6.91 eV



C28H37AlCl10KO11 | wB97M-V/def2-TZVPD

Geometry as ORCA input:
```
! wB97M-V def2-TZVPD RIJCOSX def2/J DEFGRID3
* xyz 3 1
C -0.178 1.273 -0.734
C 0.731 2.409 -0.196
C 0.527 3.700 -0.986
O 1.008 3.771 -2.083
O -0.154 4.776 -0.423
C -1.118 5.346 -1.285
C -2.381 5.633 -0.374
C -3.018 4.355 -0.014
C -3.026 3.928 1.331
C -3.611 2.656 1.702
C -4.162 1.901 0.659
C -4.165 2.346 -0.670
C -3.612 3.544 -1.036
C -4.790 1.413 -1.723
O -5.432 1.842 -2.641
C -4.554 -0.057 -1.454
C -4.570 -0.473 -0.191
C -4.778 0.516 0.926
O -5.390 0.294 1.935
H 0.103 0.363 -0.183
H 0.025 1.087 -1.802
H -1.241 1.448 -0.527
H 0.528 2.551 0.874
H 1.762 2.062 -0.315
H -1.342 4.639 -2.093
H -0.811 6.289 -1.753
H -3.149 6.247 -1.070
H -2.118 6.225 0.510
H -2.540 4.584 2.111
H -3.638 2.204 2.743
H -3.623 3.874 -2.068
H -4.376 -0.763 -2.264
H -4.398 -1.529 0.018
O -3.456 5.877 -2.736
H -4.405 5.915 -2.976
C 2.935 -4.362 -2.681
O 2.219 -3.119 -2.915
C 2.978 -2.123 -3.322
O 4.145 -2.125 -3.509
O 2.151 -1.028 -3.515
C 2.840 0.169 -3.980
H 2.209 -5.097 -2.354
H 3.396 -4.713 -3.600
H 3.681 -4.234 -1.901
H 3.312 -0.013 -4.943
H 3.570 0.490 -3.247
H 2.089 0.958 -4.097
O 4.312 -7.744 -4.092
C 4.766 -7.686 -2.990
O 4.464 -6.681 -2.122
C 5.247 -6.827 -0.919
C 5.644 -8.294 -0.879
C 5.759 -8.638 -2.362
H 6.113 -6.164 -0.986
H 4.647 -6.538 -0.058
H 6.554 -8.476 -0.312
H 4.843 -8.882 -0.428
H 6.753 -8.422 -2.756
H 5.487 -9.670 -2.563
K -3.157 4.199 4.000
C -7.446 6.491 5.678
Cl -8.643 5.587 6.594
Cl -7.827 6.412 3.950
Cl -7.423 8.166 6.207
Cl -5.831 5.768 5.953
C 6.939 -2.028 -5.897
Cl 7.027 -1.828 -7.645
Cl 8.393 -2.808 -5.281
Cl 6.688 -0.464 -5.102
H 6.091 -2.662 -5.669
C 4.489 -0.313 0.279
Cl 3.583 0.499 1.559
Cl 3.570 -1.694 -0.346
Cl 4.898 0.822 -1.005
H 5.412 -0.688 0.704
C -3.128 -0.501 7.824
C -2.849 0.007 6.420
C -2.462 -1.131 5.487
O -1.793 0.978 6.459
H -2.238 -0.973 8.248
H -3.395 0.325 8.484
H -3.941 -1.227 7.828
H -3.736 0.516 6.031
H -1.552 -1.624 5.836
H -2.256 -0.753 4.482
H -3.256 -1.876 5.423
H -1.005 0.542 6.802
Al 0.090 -0.769 -3.984
*
```

Results
HOMO energy ... -14.662 eV
Kohn-Sham gap ... 0.95 eV



C28H37BrF12O12 | wB97M-V/def2-TZVPD

Geometry as ORCA input:
```
! wB97M-V def2-TZVPD RIJCOSX def2/J DEFGRID3
* xyz 0 1
C -0.411 2.189 0.185
O -1.233 1.726 -0.876
C -0.858 2.275 -2.130
C -2.021 3.016 -2.795
C -2.855 3.871 -1.827
C -4.287 4.048 -2.386
C -5.361 4.024 -1.341
C -5.703 3.058 -0.530
C -5.171 1.686 -0.305
C -4.683 0.950 -1.553
C -4.687 -0.558 -1.236
Br -6.417 -1.385 -1.542
C -6.857 3.591 0.285
O -7.529 3.022 1.016
O -7.011 4.908 -0.034
C -6.241 5.224 -1.105
O -6.260 6.199 -1.690
H -0.553 1.509 1.015
H -0.704 3.182 0.535
H 0.636 2.165 -0.112
H -0.015 2.965 -2.054
H -0.524 1.448 -2.761
H -2.658 2.270 -3.267
H -1.626 3.616 -3.614
H -2.852 3.492 -0.809
H -2.378 4.849 -1.796
H -4.501 3.373 -3.208
H -4.327 5.045 -2.827
H -4.427 1.722 0.490
H -6.003 1.106 0.101
H -5.291 1.133 -2.432
H -3.636 1.194 -1.693
H -3.913 -1.054 -1.805
H -4.424 -0.657 -0.190
C -4.407 8.915 -2.280
C -4.048 8.630 -3.721
O -2.925 9.426 -4.148
C -1.727 8.975 -3.799
O -1.501 7.980 -3.173
C -0.640 9.902 -4.362
F -0.938 11.195 -4.156
F -0.506 9.720 -5.689
F 0.544 9.661 -3.795
H -4.586 9.981 -2.132
H -5.302 8.364 -1.997
H -3.598 8.627 -1.608
H -4.876 8.904 -4.372
H -3.843 7.572 -3.883
C 5.685 -1.099 2.618
C 5.138 -0.661 1.277
O 3.754 -1.037 1.134
C 2.867 -0.241 1.714
O 3.106 0.752 2.338
C 1.449 -0.756 1.430
F 1.351 -2.082 1.613
F 1.100 -0.497 0.154
F 0.549 -0.179 2.231
H 5.531 -2.162 2.756
H 6.751 -0.883 2.685
H 5.177 -0.587 3.436
H 5.671 -1.168 0.475
H 5.257 0.411 1.122
C 6.173 -6.651 -0.634
C 5.213 -6.810 0.526
O 5.846 -6.460 1.774
C 5.911 -5.167 2.055
O 5.499 -4.272 1.374
C 6.563 -4.969 3.431
F 7.664 -5.723 3.575
F 5.713 -5.309 4.417
F 6.917 -3.692 3.621
H 7.083 -7.226 -0.459
H 5.711 -6.993 -1.559
H 6.468 -5.609 -0.760
H 4.917 -7.852 0.621
H 4.307 -6.226 0.383
C 2.768 -8.418 5.290
C 1.375 -8.218 4.729
O 1.417 -7.990 3.308
C 1.531 -9.070 2.544
O 1.600 -10.202 2.923
C 1.519 -8.656 1.065
F 2.326 -7.600 0.844
F 0.282 -8.311 0.673
F 1.929 -9.649 0.273
H 3.409 -7.575 5.028
H 2.731 -8.510 6.375
H 3.230 -9.317 4.883
H 0.923 -7.328 5.162
H 0.724 -9.060 4.958
*
```

Results
SMILES string ... COCCCCC1=C(CCCBr)C(=O)OC1=O.CCOC(=O)C(F)(F)F.CCOC(=O)C(F)(F)F.CCOC(=O)C(F)(F)F.CCOC(=O)C(F)(F)F
HOMO energy ... -10.015 eV
Kohn-Sham gap ... 9.89 eV



C28H37CrGeIN5O4 | wB97M-V/def2-TZVPD

Geometry as ORCA input:
```
! wB97M-V def2-TZVPD RIJCOSX def2/J DEFGRID3
* xyz 3 5
Cr 0.001 -0.907 0.385
N 1.464 -0.313 1.810
C 1.519 1.170 1.851
C 2.840 1.711 2.390
C 3.085 1.656 3.908
C 3.040 3.013 4.613
N 1.716 3.591 4.876
C 1.025 3.404 6.003
N -0.085 4.107 6.226
N 1.411 2.491 6.893
C 1.279 1.677 0.425
O 1.782 2.686 0.021
O 0.445 0.942 -0.333
H 1.305 -0.712 2.735
H 2.377 -0.659 1.508
H 0.655 1.499 2.439
H 2.964 2.733 2.030
H 3.626 1.146 1.881
H 4.108 1.311 4.064
H 2.449 0.919 4.408
H 3.566 3.747 4.001
H 3.597 2.983 5.553
H 1.428 4.364 4.298
H -0.334 4.882 5.633
H -0.565 4.048 7.110
H 2.298 2.025 6.804
H 0.959 2.432 7.791
Ge 0.540 1.836 -2.232
C 2.317 1.331 -2.662
C 2.680 -0.013 -2.793
C 3.970 -0.353 -3.169
C 4.898 0.647 -3.434
C 4.547 1.982 -3.310
C 3.261 2.327 -2.916
C -0.906 1.017 -3.174
C -2.179 1.579 -3.044
C -3.217 1.171 -3.870
C -2.986 0.211 -4.844
C -1.724 -0.347 -4.992
C -0.688 0.053 -4.162
H 0.206 3.275 -1.889
H 1.957 -0.802 -2.608
H 4.251 -1.392 -3.274
H 5.899 0.382 -3.744
H 5.273 2.756 -3.518
H 3.003 3.373 -2.805
H -2.358 2.372 -2.325
H -4.193 1.630 -3.783
H -3.786 -0.083 -5.511
H -1.541 -1.070 -5.775
H 0.303 -0.350 -4.328
N -0.518 -4.863 1.237
C -0.521 -3.720 1.901
O -0.224 -2.637 1.370
C -0.885 -3.787 3.364
I -1.043 -1.879 4.265
H -0.265 -4.882 0.260
H -0.742 -5.738 1.688
H -0.124 -4.346 3.906
H -1.844 -4.286 3.494
C -3.423 -0.552 -0.231
C -2.603 -1.476 -1.072
O -1.361 -1.500 -0.926
C -3.227 -2.368 -2.036
C -4.612 -2.337 -2.239
C -5.193 -3.179 -3.169
C -4.397 -4.058 -3.893
C -3.020 -4.099 -3.696
C -2.435 -3.257 -2.772
H -2.789 0.012 0.454
H -4.167 -1.111 0.336
H -3.957 0.151 -0.868
H -5.238 -1.652 -1.686
H -6.261 -3.153 -3.331
H -4.854 -4.718 -4.618
H -2.413 -4.784 -4.272
H -1.364 -3.263 -2.626
*
```

Results
Energy above the lowest of the compared OMol25 structures with the same formula, charge and spin ... 20.1 kJ/mol
HOMO energy (alpha / beta) ... -15.708 / -15.707 eV
Kohn-Sham gap (alpha / beta) ... 8.50 / 8.19 eV



C28H37FeN3O2PSi | wB97M-V/def2-TZVPD

Geometry as ORCA input:
```
! wB97M-V def2-TZVPD RIJCOSX def2/J DEFGRID3
* xyz 2 2
Fe 0.042 -0.173 0.376
C 2.363 -2.141 -0.381
O 1.721 -1.250 0.558
C 2.009 -1.615 1.924
C 1.477 -0.521 2.810
O 0.156 -0.197 2.333
C -0.658 0.530 3.272
H 3.439 -2.102 -0.223
H 2.124 -1.797 -1.382
H 1.993 -3.157 -0.231
H 3.089 -1.696 2.055
H 1.539 -2.579 2.131
H 2.100 0.376 2.767
H 1.419 -0.870 3.842
H -0.861 -0.102 4.136
H -1.590 0.773 2.768
H -0.146 1.439 3.589
C -1.187 -1.099 -4.465
C -2.346 -1.721 -4.019
C -2.554 -1.923 -2.662
C -1.594 -1.524 -1.728
C -0.440 -0.896 -2.199
C -0.228 -0.674 -3.552
Si -1.785 -1.732 0.086
C -0.973 -3.205 0.832
C -0.827 -3.375 2.219
C -0.238 -4.518 2.733
C 0.237 -5.502 1.873
C 0.127 -5.341 0.499
C -0.469 -4.200 -0.019
C -3.285 -0.999 0.831
C -3.904 -1.466 2.002
C -5.032 -0.830 2.495
C -5.561 0.269 1.828
C -4.985 0.721 0.648
C -3.860 0.086 0.152
H -1.030 -0.940 -5.523
H -3.094 -2.046 -4.730
H -3.473 -2.395 -2.332
H 0.385 -0.558 -1.550
H 0.676 -0.189 -3.894
H -1.161 -2.607 2.904
H -0.149 -4.647 3.804
H 0.693 -6.396 2.277
H 0.494 -6.110 -0.168
H -0.565 -4.092 -1.094
H -3.545 -2.352 2.501
H -5.515 -1.204 3.387
H -6.446 0.758 2.216
H -5.426 1.551 0.112
H -3.433 0.400 -0.795
C -1.196 5.036 0.451
N 0.202 4.627 0.333
C 0.631 4.773 -1.059
N -0.213 4.036 -2.000
C -1.600 4.464 -1.828
N -2.080 4.303 -0.454
C -2.221 2.905 -0.088
P -0.573 2.045 -0.159
C 0.412 3.278 0.825
C -0.063 2.597 -1.858
H -1.264 6.097 0.208
H -1.532 4.897 1.480
H 1.665 4.439 -1.158
H 0.586 5.831 -1.319
H -2.243 3.900 -2.505
H -1.667 5.519 -2.091
H -2.909 2.429 -0.785
H -2.643 2.813 0.915
H 1.474 3.027 0.761
H 0.120 3.222 1.877
H -0.673 2.082 -2.603
H 0.980 2.321 -2.033
*
```

Results
HOMO energy (alpha / beta) ... -13.624 / -13.619 eV
Kohn-Sham gap (alpha / beta) ... 6.65 / 7.03 eV



C28H37Ge2N4O3PSSeW | wB97M-V/def2-TZVPD

Geometry as ORCA input:
```
! wB97M-V def2-TZVPD RIJCOSX def2/J DEFGRID3
* xyz 3 2
W -0.248 0.442 0.235
N -0.537 -1.831 8.249
C -0.488 -1.453 6.976
C -1.242 -0.331 6.530
C -1.190 0.064 5.231
C -0.384 -0.654 4.316
C 0.367 -1.776 4.738
C 0.312 -2.165 6.040
S -0.273 -0.130 2.742
O 0.371 1.176 2.462
O 0.407 -1.105 1.827
N -1.666 0.137 1.898
C -2.220 -1.058 1.387
N -1.667 -1.271 0.181
C -2.045 -2.388 -0.468
C -2.964 -3.231 0.116
C -3.479 -2.886 1.362
N -3.100 -1.779 2.017
H -1.093 -1.335 8.925
H -0.005 -2.618 8.584
H -1.860 0.207 7.236
H -1.771 0.917 4.902
H 0.983 -2.317 4.033
H 0.883 -3.021 6.374
H -1.630 -2.578 -1.448
H -3.283 -4.131 -0.389
H -4.214 -3.511 1.853
C -1.547 4.567 -1.104
P -0.405 3.814 0.031
C 1.279 4.128 -0.439
C -0.722 4.308 1.706
O -0.676 2.240 -0.065
H -1.340 5.639 -1.156
H -2.571 4.420 -0.761
H -1.423 4.131 -2.095
H 1.429 5.210 -0.478
H 1.474 3.702 -1.426
H 1.964 3.707 0.297
H -0.666 5.397 1.770
H 0.019 3.866 2.372
H -1.722 3.986 2.001
C 2.864 -2.911 -1.982
Ge 1.156 -2.814 -2.908
C -0.023 -4.268 -2.380
C 1.229 -2.591 -4.843
Ge 0.288 -0.525 -2.243
C 1.216 0.857 -3.276
C 0.605 2.068 -3.613
C 1.310 3.045 -4.304
C 2.639 2.832 -4.651
C 3.258 1.636 -4.318
C 2.549 0.653 -3.639
C -1.675 0.108 -2.496
C -2.761 0.668 -1.831
C -3.910 1.054 -2.513
C -4.007 0.877 -3.884
C -2.944 0.317 -4.568
C -1.788 -0.038 -3.888
H 3.452 -3.707 -2.442
H 2.712 -3.161 -0.932
H 3.443 -1.989 -2.043
H 0.416 -5.179 -2.792
H -1.022 -4.172 -2.807
H -0.081 -4.392 -1.300
H 2.108 -3.119 -5.216
H 1.309 -1.551 -5.155
H 0.344 -3.034 -5.296
H -0.441 2.233 -3.381
H 0.819 3.966 -4.594
H 3.186 3.591 -5.194
H 4.287 1.461 -4.600
H 3.055 -0.280 -3.404
H -2.805 0.809 -0.761
H -4.739 1.476 -1.960
H -4.906 1.168 -4.411
H -2.999 0.160 -5.637
H -0.972 -0.442 -4.484
Se 1.999 0.427 -0.211
*
```

Results
Energy above the lowest of the compared OMol25 structures with the same formula, charge and spin ... 225.0 kJ/mol
HOMO energy (alpha / beta) ... -15.639 / -15.673 eV
Kohn-Sham gap (alpha / beta) ... 5.58 / 5.36 eV